Formula: CH2LiOY
Source: the OMol25 dataset
Level of theory: wB97M-V/def2-TZVPD

Structure (XYZ):
```
6
Properties=species:S:1:pos:R:3:forces:R:3
C 0.48219 -0.95335 -0.14386 0.269 -0.544 0.098
O 0.37664 0.27047 -0.21021 -0.155 0.179 -0.018
H -0.31320 -1.47295 0.45033 0.111 0.078 -0.165
Y 2.39422 -2.24483 -1.13704 -0.330 0.284 0.136
Li -0.82645 1.64535 0.32899 0.787 -0.589 -0.256
H -2.11341 2.75531 0.71179 -0.682 0.592 0.204
```
Forces are in eV/Å.

Summary:
Orbital gap (alpha / beta) = 6.0 / 7.5 eV
Net charge = +2

Formula: C3H3InO2
Source: the OMol25 dataset
Level of theory: wB97M-V/def2-TZVPD

Structure (XYZ):
```
9
Properties=species:S:1:pos:R:3:forces:R:3
C 0.59754 0.65541 0.09325 3.156 -1.493 2.177
C -0.34400 1.34788 -0.55350 -2.688 1.618 -0.861
H -0.33345 2.43838 -0.55775 0.217 -0.027 -0.475
H 1.25052 1.13779 0.82291 0.157 0.063 -0.191
H -1.25576 0.84599 -0.88447 0.143 0.195 -0.259
O -0.16627 -1.45257 -0.66829 2.266 3.947 -4.748
C 0.56335 -0.82948 0.18780 -0.991 -0.830 2.543
O 0.73585 -1.39694 1.29364 0.533 1.583 -1.264
In -1.04778 -2.74646 0.26641 -2.793 -5.056 3.079
```
Forces are in eV/Å.

Summary:
Orbital gap (alpha / beta) = 8.6 / 5.7 eV
Net charge = +2

Formula: C3HO3S
Source: the OMol25 dataset
Level of theory: wB97M-V/def2-TZVPD

Structure (XYZ):
```
8
Properties=species:S:1:pos:R:3:forces:R:3
C -0.65055 -0.05983 1.65216 -0.779 0.277 1.723
C -0.99168 -1.37763 -0.74987 4.015 0.290 1.097
C -0.32866 0.00672 0.31190 -1.254 -1.403 -1.321
O -2.14689 -1.35422 -0.71479 -4.979 0.157 -0.158
O -0.65568 -0.47915 2.78291 0.771 -0.136 -0.980
O -0.10048 -2.05699 -1.21331 1.081 -0.048 -0.323
S -1.75396 1.10885 0.82432 0.032 0.434 -0.117
H 0.46433 0.44726 -0.22471 1.112 0.429 0.078
```
Forces are in eV/Å.

Summary:
Orbital gap = 7.5 eV
Net charge = -1

Formula: C47H37Br2N12OSSn
Source: the OMol25 dataset
Level of theory: wB97M-V/def2-TZVPD

Structure (XYZ):
```
101
Properties=species:S:1:pos:R:3:forces:R:3
Sn 1.95202 -0.41400 -0.06274 -0.267 0.018 -0.001
C -0.86936 2.10365 4.71996 -0.022 0.034 0.076
N -0.31694 1.12700 3.80098 -0.079 0.026 -0.075
C 0.42884 1.35523 2.72275 0.274 -0.080 0.010
N 0.77698 0.20628 2.16798 -0.057 -0.040 0.027
C 0.17936 -0.71822 2.97426 -0.023 0.105 -0.171
N -0.50045 -0.20059 3.96642 0.079 0.049 0.144
C -2.36161 2.29109 4.61243 -0.040 -0.118 0.012
C -3.07795 2.66386 5.74261 -0.030 0.066 -0.010
C -4.43290 2.95100 5.65287 0.033 0.037 -0.030
C -5.07534 2.89270 4.42732 0.004 -0.027 -0.010
C -4.36011 2.50634 3.29804 -0.117 -0.078 0.008
C -3.01322 2.18231 3.39540 0.038 -0.026 0.003
C -5.02641 2.52050 1.99660 -0.088 0.043 0.070
N -6.03276 3.23540 1.63270 0.047 0.012 -0.003
N -6.26420 2.94065 0.29559 0.003 -0.025 0.004
C -5.38354 2.06826 -0.04271 -0.092 -0.002 -0.007
O -4.55074 1.74877 0.98641 -0.004 -0.053 0.007
C -5.20962 1.38177 -1.32271 0.042 -0.072 0.017
C -5.55796 2.00993 -2.51337 0.022 0.069 0.035
C -5.36437 1.34340 -3.71128 -0.043 0.020 -0.053
C -4.84702 0.05623 -3.72460 -0.040 -0.047 -0.014
C -4.53741 -0.59030 -2.53477 0.074 0.076 0.059
C -4.05608 -2.02174 -2.54836 -0.035 -0.004 0.038
N -3.25550 -2.34493 -1.38168 -0.031 0.039 0.010
C -2.13718 -1.75622 -0.93513 0.057 -0.030 -0.060
N -1.79996 -2.24274 0.24053 0.096 -0.053 0.087
C -2.78966 -3.14452 0.48195 -0.009 0.009 -0.011
N -3.69461 -3.23680 -0.46842 0.079 0.073 0.047
C -4.71152 0.08236 -1.33370 -0.039 0.058 0.017
H -0.37182 3.04981 4.49716 0.057 -0.015 0.013
H -0.59235 1.80948 5.73108 0.003 -0.016 -0.005
H 0.72311 2.34203 2.39850 -0.060 -0.021 0.016
H 0.25249 -1.77965 2.80980 -0.056 -0.027 -0.026
H -2.57007 2.75152 6.69612 -0.022 -0.059 0.006
H -4.98458 3.22974 6.54047 0.000 0.016 -0.012
H -6.12358 3.14048 4.32908 0.007 -0.002 0.019
H -2.46648 1.88330 2.50852 -0.019 -0.028 0.046
H -5.96402 3.01245 -2.48874 0.020 -0.004 -0.001
H -5.61402 1.83061 -4.64450 -0.004 0.001 0.012
H -4.69998 -0.45471 -4.66956 0.008 0.009 0.014
H -3.49191 -2.23368 -3.45672 0.015 0.012 -0.010
H -4.90631 -2.70090 -2.50884 0.022 -0.059 -0.048
H -1.61893 -0.98258 -1.48265 0.032 -0.058 -0.025
H -2.85130 -3.73400 1.38251 0.018 -0.011 -0.029
H -4.48577 -0.40216 -0.39121 0.028 -0.007 -0.029
C 2.92646 -5.61713 -3.71364 -0.053 0.046 0.064
C 2.34807 -4.23077 -3.79112 0.048 -0.029 0.009
C 1.74781 -3.73139 -4.94170 -0.009 0.013 -0.010
C 1.28608 -2.42623 -4.97648 -0.014 -0.018 -0.062
C 1.43649 -1.66752 -3.82883 0.019 -0.040 0.085
Br 0.86501 0.14958 -3.84613 -0.073 0.028 0.036
N 1.96374 -2.11329 -2.71212 0.238 -0.166 -0.077
C 2.41576 -3.36994 -2.70289 -0.065 0.029 -0.003
H 2.75792 -6.16813 -4.63667 -0.003 0.000 0.001
H 2.48451 -6.18300 -2.89226 -0.014 0.000 -0.021
H 4.00176 -5.57397 -3.53480 0.000 -0.014 -0.029
H 1.64345 -4.36094 -5.81712 0.035 0.010 -0.006
H 0.83662 -2.00607 -5.86431 -0.015 -0.002 0.012
H 2.85692 -3.70622 -1.76773 -0.002 0.012 -0.024
S 5.63072 -1.02942 2.77505 -0.025 -0.026 -0.007
C 5.72001 0.57952 2.21502 0.023 -0.006 0.034
C 4.68872 0.88555 1.37773 -0.073 0.019 -0.034
C 3.78269 -0.19435 1.16753 -0.127 -0.019 -0.078
C 4.18355 -1.30017 1.87013 0.102 -0.003 0.051
C 3.48655 -2.58840 1.85448 -0.008 0.034 -0.052
C 3.81755 -3.67970 2.65524 0.045 0.064 0.034
C 3.07462 -4.83892 2.54835 -0.046 -0.050 -0.015
C 2.01676 -4.89865 1.64740 0.040 -0.009 0.035
C 1.74981 -3.77709 0.88767 0.044 0.089 0.011
N 2.46620 -2.65517 0.98725 -0.059 -0.069 0.027
H 6.53357 1.21236 2.53449 -0.022 0.011 -0.011
H 4.58260 1.86283 0.92286 0.010 -0.011 0.016
H 4.63990 -3.60711 3.35452 -0.010 -0.020 0.004
H 3.31200 -5.69503 3.16646 0.011 0.010 -0.001
H 1.41359 -5.78881 1.54059 0.005 0.004 0.000
H 0.93843 -3.75901 0.17055 -0.094 0.046 -0.003
Br -2.72725 5.16238 1.75172 0.060 0.162 -0.138
C -1.27789 4.27753 0.92771 0.016 0.042 0.058
C -0.01280 4.84560 0.95945 -0.011 -0.020 -0.020
C 1.05523 4.17289 0.37943 0.066 -0.021 0.070
C 0.85755 2.92380 -0.19850 -0.103 0.015 -0.136
C -0.41968 2.36818 -0.22934 -0.013 0.009 -0.119
C -1.49330 3.05208 0.31287 0.019 0.015 -0.085
N 1.91658 2.13898 -0.70849 0.169 -0.071 0.300
C 2.78040 2.60502 -1.50582 -0.054 0.048 -0.144
C 3.85496 1.74713 -2.04201 -0.023 -0.018 0.001
C 4.85015 2.29136 -2.83729 0.026 0.050 -0.014
C 5.82491 1.45014 -3.35268 0.031 -0.015 -0.012
C 5.76759 0.10170 -3.05154 0.011 0.011 0.008
C 4.74229 -0.35369 -2.23223 -0.046 0.022 0.024
N 3.80229 0.44366 -1.74453 0.002 0.067 -0.001
H 0.13800 5.80662 1.43153 0.003 -0.005 0.001
H 2.04884 4.60351 0.41561 -0.006 -0.014 0.018
H -0.56354 1.40056 -0.69551 0.005 0.011 0.031
H -2.49140 2.63724 0.26113 0.087 -0.014 0.016
H 2.73486 3.63524 -1.87110 0.014 0.001 0.027
H 4.86270 3.35359 -3.04440 -0.026 -0.012 -0.017
H 6.61722 1.84374 -3.97519 -0.015 -0.002 -0.007
H 6.50293 -0.59071 -3.43645 0.006 -0.002 0.027
H 4.67622 -1.39834 -1.95020 -0.008 -0.002 -0.037
```
Forces are in eV/Å.

Summary:
Orbital gap = 7.1 eV
Net charge = +1

Formula: C22H43N2OP3W
Source: the OMol25 dataset
Level of theory: wB97M-V/def2-TZVPD

Structure (XYZ):
```
72
Properties=species:S:1:pos:R:3:forces:R:3
W 0.42406 0.31626 0.94831 5.142 -1.345 -1.724
P 0.10252 2.52504 0.49826 -1.099 3.954 -1.030
P 1.12736 0.06559 3.36174 -0.070 -0.346 3.823
P -1.73396 -0.33890 1.43404 -4.508 -0.965 0.552
H 0.07061 -3.76744 -6.01626 -0.088 0.117 0.192
C -0.85493 -3.19968 -5.93327 -0.016 -1.255 0.107
C -0.94972 -1.95540 -6.43150 -0.344 1.169 -0.359
H -0.08707 -1.41301 -6.80522 -0.025 0.013 0.152
C 1.43192 3.36466 -0.43552 0.483 -0.486 -0.137
C -0.08350 3.64250 1.93322 0.090 -0.408 0.439
C -1.35458 2.97183 -0.52065 0.060 -0.557 0.079
C 1.11572 -1.73848 3.72005 -0.203 -0.428 -0.676
C 2.73594 0.47423 4.15146 0.787 0.267 -0.454
C 0.05758 0.73423 4.71913 -0.730 0.274 -0.328
C -2.84728 -0.34299 -0.01079 0.024 0.071 -0.396
C -2.72564 0.70198 2.58801 -0.012 0.211 0.221
C -1.97599 -2.02960 2.09071 0.256 -0.237 0.034
H -1.74168 -3.74869 -5.60785 0.268 0.186 0.118
H -1.92895 -1.51622 -6.61228 0.152 -0.008 -0.051
H 1.67217 2.79990 -1.34592 -0.039 0.184 0.170
H 2.34554 3.49485 0.16081 -0.309 0.033 -0.267
H 1.04239 4.35215 -0.71481 0.088 -0.218 0.131
H 0.77030 3.55668 2.62022 -0.190 0.097 -0.121
H -1.00502 3.42684 2.49142 0.267 0.129 -0.141
H -0.12595 4.67093 1.55125 -0.021 -0.205 0.055
H -1.44920 2.22704 -1.31757 -0.083 0.305 0.056
H -1.15798 3.95154 -0.96244 -0.145 -0.032 0.138
H -2.26238 3.00725 0.09009 0.099 0.023 -0.140
H 1.32053 -1.89710 4.78880 -0.056 0.193 -0.307
H 1.91123 -2.21724 3.13381 -0.120 -0.018 0.176
H 0.16235 -2.21051 3.45824 0.338 0.067 0.165
H 3.16668 -0.41514 4.63415 -0.344 0.172 -0.184
H 2.62069 1.26126 4.90364 -0.123 -0.151 -0.218
H 3.42773 0.81563 3.38841 0.177 -0.114 0.367
H 0.01861 0.01996 5.55476 0.145 0.140 -0.311
H -0.96543 0.93307 4.37742 0.354 -0.056 0.286
H 0.48235 1.67695 5.08984 -0.128 -0.252 -0.201
H -3.87702 -0.55012 0.32172 0.381 0.031 -0.098
H -2.51613 -1.11619 -0.71262 -0.186 0.191 0.255
H -2.80972 0.62589 -0.52463 -0.094 -0.234 0.183
H -3.76624 0.67294 2.22806 0.349 0.001 0.164
H -2.39727 1.75126 2.60714 -0.144 -0.362 0.039
H -2.69699 0.28267 3.60463 -0.030 0.191 -0.372
H -2.99444 -2.35712 1.84026 0.224 0.146 0.092
H -1.85664 -2.05612 3.18295 -0.070 0.021 -0.360
H -1.26466 -2.72993 1.63206 -0.202 0.049 0.139
C -1.21757 -0.73089 -3.05234 1.659 2.078 0.627
C -1.08051 -2.03747 -2.43579 -0.624 -1.347 0.546
C -2.14378 -2.93586 -2.46816 1.932 0.138 0.866
C -3.27804 -2.66965 -3.24747 -0.920 0.234 -0.289
C -3.31820 -1.51702 -4.04409 -0.064 0.433 -0.454
C -2.28416 -0.59838 -4.02525 -0.862 0.012 -1.048
O -0.54998 0.28387 -2.67497 -1.372 -2.660 -1.280
H -0.18897 0.52956 -0.73934 -0.166 0.170 1.446
H -0.19633 -2.22837 -1.81953 -0.380 -0.038 -0.215
H -2.07482 -3.83485 -1.83991 -0.132 0.295 -0.515
H -4.15064 -3.34624 -3.25246 0.627 0.293 0.042
H -4.16918 -1.34967 -4.70380 0.164 -0.040 0.142
H -2.27509 0.29008 -4.66321 -0.176 -0.190 0.317
N 3.57326 1.59580 1.45096 0.338 0.071 -0.608
C 3.59676 0.66027 0.44095 0.108 0.338 0.733
C 4.80565 0.21983 -0.13481 0.065 -0.157 0.036
C 4.75623 -0.67206 -1.19691 0.452 0.251 0.760
C 3.50926 -1.07020 -1.68865 -1.566 -0.016 -0.174
C 2.34711 -0.61002 -1.09013 1.356 -0.838 -0.005
N 2.40928 0.11604 0.07430 -0.869 0.868 -0.604
H 2.72900 2.14324 1.63641 0.688 -0.445 -0.240
H 4.44774 2.08511 1.65414 -0.412 -0.233 -0.071
H 5.74194 0.56780 0.32304 -0.364 -0.122 -0.509
H 5.67194 -1.07356 -1.64646 -0.337 0.272 0.224
H 3.41919 -1.75551 -2.52359 0.132 0.244 -0.071
H 1.34201 -0.78509 -1.48620 0.419 -0.166 0.089
```
Forces are in eV/Å.

Summary:
Orbital gap (alpha / beta) = 4.8 / 6.0 eV
Net charge = +4
2S+1 = 3
Expectation value of S² = 2.49

Formula: C15H24AlClN2O8S3
Source: the OMol25 dataset
Level of theory: wB97M-V/def2-TZVPD

Structure (XYZ):
```
54
Properties=species:S:1:pos:R:3:forces:R:3
O 0.53333 -0.51323 0.68062 -0.128 -0.026 0.923
C 0.36478 -1.07230 -0.34713 0.727 0.525 -0.364
Cl -1.10010 -2.25487 -0.40649 -0.533 -0.240 -0.059
C 1.10304 -0.98917 -1.56979 -0.350 -0.858 0.060
Al 1.06908 0.87652 -2.50858 0.637 0.392 -0.860
C 1.70767 2.29169 -1.17601 -0.904 -0.576 0.028
C 0.74023 3.39102 -0.75165 0.605 0.073 -0.227
S -0.43223 2.94928 0.58123 0.169 0.311 0.461
C -1.83222 2.26974 -0.15883 -0.514 -0.179 -0.548
N -3.04374 2.73958 -0.19752 0.410 0.362 0.206
N -3.81434 1.81467 -0.86961 -0.126 -0.382 -0.113
C -3.01518 0.85141 -1.19289 -0.312 0.315 0.095
O -1.77277 1.05436 -0.76230 0.337 -0.134 0.032
C 2.44441 0.70571 -4.03128 0.003 -0.225 0.097
O 3.29894 -0.23935 -4.00376 -0.003 0.103 0.031
O 2.36395 1.58574 -4.94065 0.091 -0.021 0.146
H 2.15229 -1.15190 -1.32218 0.188 0.430 -0.149
H 0.79871 -1.74195 -2.28893 -0.030 0.059 -0.135
H -0.37599 1.21524 -3.17067 -0.254 -0.019 0.242
H 2.57090 2.75417 -1.66272 0.058 0.085 -0.017
H 2.04189 1.81508 -0.25449 0.135 -0.063 -0.286
H 0.22752 3.85573 -1.59279 -0.324 -0.079 0.044
H 1.28631 4.19855 -0.24888 -0.124 0.122 0.148
H -3.25835 -0.04116 -1.73974 0.118 -0.091 -0.006
C -5.89311 -2.76376 1.46494 -0.043 -0.036 -0.114
C -6.64586 -3.93114 0.80926 0.026 0.042 -0.002
C -6.32941 -3.89200 -0.69114 -0.272 -0.098 0.230
S -4.69880 -3.13110 -0.84024 0.224 -0.093 0.140
O -4.85138 -1.87843 -1.52929 -0.064 -0.031 -0.147
O -3.75814 -4.12359 -1.28002 -0.093 -0.053 -0.164
C -4.47543 -2.80847 0.90437 -0.145 0.123 0.273
H -5.89261 -2.84157 2.55165 0.002 0.011 0.006
H -6.36887 -1.81866 1.19453 0.030 0.024 0.009
H -6.29646 -4.87402 1.23585 0.031 0.002 -0.006
H -7.72016 -3.87060 0.98505 -0.005 -0.008 0.002
H -6.29237 -4.88309 -1.13544 0.083 0.038 -0.098
H -7.03363 -3.26724 -1.23698 0.074 0.068 -0.032
H -3.92186 -1.88022 1.02427 0.106 -0.034 -0.135
H -3.90612 -3.63897 1.31969 0.070 0.006 -0.063
C 5.59801 0.31686 1.63059 -0.021 0.090 -0.092
C 6.56871 1.50079 1.51183 -0.038 -0.036 0.035
C 5.72316 2.77967 1.47182 0.345 -0.043 -0.082
S 4.21236 2.41138 2.37988 0.167 -0.242 -0.011
O 3.11968 2.43755 1.45430 -0.029 0.397 0.487
O 4.19680 3.16023 3.61686 -0.087 0.066 -0.040
C 4.60170 0.69795 2.72089 0.168 -0.254 0.011
H 6.11675 -0.61019 1.87267 -0.004 -0.008 -0.011
H 5.07354 0.17298 0.68388 -0.030 -0.016 0.012
H 7.23062 1.52076 2.38196 -0.025 0.004 0.023
H 7.19518 1.41958 0.62453 -0.015 0.003 -0.016
H 6.21822 3.62407 1.94491 -0.093 0.055 0.021
H 5.43376 3.03932 0.45511 -0.138 -0.029 0.024
H 3.68337 0.11491 2.69719 -0.090 0.131 -0.024
H 5.05421 0.65244 3.71212 -0.010 0.039 0.013
```
Forces are in eV/Å.

Summary:
Orbital gap = 2.9 eV
Net charge = -2

Number 1: molar mass 125.9 g/mol. Number 2: molar mass 185.9 g/mol. Number 3: molar mass 117.1 g/mol. Number 4: molar mass 1096.5 g/mol. Number 5: molar mass 628.4 g/mol. Number 6: molar mass 519.0 g/mol.